# 1
ORCA calculation (wB97M-V/def2-TZVPD) on a single CHBrF2OS molecule in a non-equilibrium geometry.

Summary:
- Kohn-Sham gap (eV) = 9.69
- HOMO level (eV) = -10.5
- ΔE to the lowest compared entry with this formula, charge and spin (kcal/mol) = 23.1

Geometry as XYZ:
```
7
Properties=species:S:1:pos:R:3:mulliken_charge:R:1
C 0.10 0.73 -0.56 0.292
O 1.61 1.83 1.31 -0.448
F -0.69 1.69 -1.08 -0.209
F 0.28 -0.25 -1.55 -0.218
S 1.79 1.48 -0.07 0.447
Br 2.89 -0.49 -0.16 -0.106
H -0.46 0.32 0.24 0.242
```

# 2
ORCA calculation (wB97M-V/def2-TZVPD) on 17 unconnected molecules or ions with the total composition C23H8Cl64NO4S2 in a non-equilibrium geometry.

Summary:
- Kohn-Sham gap (eV) = 7.03
- HOMO level (eV) = -6.0
- net charge = -1
- ΔE to the lowest compared entry with this formula, charge and spin (kcal/mol) = 0.0

Geometry as XYZ:
```
102
Properties=species:S:1:pos:R:3:mulliken_charge:R:1
O -5.10 -3.12 -2.65 -0.585
S -4.60 -2.06 -3.48 0.737
O -5.27 -0.78 -3.37 -0.489
N -3.01 -1.91 -3.39 -0.138
S -2.55 -2.01 -1.87 1.132
O -2.32 -3.36 -1.39 -0.781
O -3.47 -1.25 -1.02 -0.642
C -0.93 -1.21 -1.76 -1.500
C -0.97 -0.21 -0.64 0.027
C -0.96 -0.70 0.67 -1.782
C -1.03 0.19 1.73 0.036
C -1.12 1.55 1.48 -0.598
C -1.12 2.05 0.19 -0.014
C -1.05 1.16 -0.89 0.086
H -4.77 -2.46 -4.76 0.007
H -0.20 -1.98 -1.53 0.328
H -0.64 -0.74 -2.70 0.602
H -0.94 -1.76 0.84 1.302
H -1.02 -0.23 2.72 -0.145
H -1.21 2.24 2.31 0.464
H -1.19 3.11 -0.01 0.514
H -1.08 1.47 -1.92 0.670
C 0.27 4.60 -3.82 -0.008
Cl 0.04 3.58 -2.40 0.084
Cl 0.80 3.61 -5.18 -0.059
Cl -1.23 5.42 -4.22 0.025
Cl 1.52 5.82 -3.46 -0.042
C -1.02 -0.94 6.50 0.115
Cl -1.11 -0.33 4.85 -0.046
Cl 0.22 -0.06 7.41 -0.023
Cl -2.59 -0.74 7.28 -0.048
Cl -0.60 -2.66 6.46 -0.080
C -1.92 -0.70 -7.13 0.210
Cl -0.94 0.61 -6.46 -0.022
Cl -2.02 -0.51 -8.89 -0.108
Cl -1.17 -2.25 -6.73 -0.066
Cl -3.53 -0.64 -6.44 -0.051
C -1.28 9.42 -3.94 0.338
Cl -1.73 11.08 -3.54 -0.112
Cl 0.39 9.38 -4.50 -0.091
Cl -1.45 8.40 -2.51 -0.057
Cl -2.35 8.82 -5.22 -0.089
C 3.17 1.96 5.53 0.035
Cl 1.92 1.45 4.41 0.130
Cl 3.79 0.58 6.45 -0.004
Cl 4.50 2.71 4.65 -0.101
Cl 2.48 3.13 6.67 -0.054
C -4.80 3.53 -3.36 0.215
Cl -4.55 2.44 -4.71 -0.022
Cl -4.40 5.18 -3.88 -0.095
Cl -6.48 3.47 -2.82 -0.118
Cl -3.74 3.06 -2.03 0.016
C 0.64 -3.69 -10.05 0.331
Cl 1.23 -4.94 -11.16 -0.135
Cl 0.90 -2.09 -10.76 -0.050
Cl -1.08 -3.94 -9.75 -0.068
Cl 1.54 -3.80 -8.53 -0.087
C 2.78 -1.52 -14.32 0.341
Cl 1.81 -0.30 -13.49 -0.103
Cl 2.27 -1.63 -16.01 -0.103
Cl 4.48 -1.05 -14.26 -0.101
Cl 2.57 -3.09 -13.54 -0.045
C 4.78 3.61 -1.93 0.289
Cl 3.54 3.31 -3.15 -0.006
Cl 5.25 2.08 -1.18 -0.086
Cl 6.19 4.35 -2.69 -0.111
Cl 4.14 4.69 -0.70 -0.100
C 2.50 -3.09 1.92 0.113
Cl 1.31 -2.20 0.97 -0.032
Cl 3.95 -3.41 0.94 -0.144
Cl 2.93 -2.14 3.34 0.050
Cl 1.79 -4.62 2.43 0.032
C 0.02 -8.25 3.11 0.331
Cl 0.87 -7.21 4.27 -0.088
Cl 1.15 -9.43 2.45 -0.107
Cl -1.29 -9.10 3.94 -0.103
Cl -0.65 -7.27 1.81 -0.051
C 6.42 -3.68 5.18 0.249
Cl 5.59 -2.42 6.11 -0.047
Cl 5.66 -3.81 3.60 -0.018
Cl 8.13 -3.25 4.99 -0.110
Cl 6.30 -5.22 6.04 -0.108
C -5.30 -3.38 6.35 0.286
Cl -4.44 -2.71 4.97 0.016
Cl -6.71 -4.27 5.80 -0.104
Cl -4.22 -4.47 7.25 -0.094
Cl -5.82 -2.07 7.43 -0.111
C 5.87 4.72 8.13 0.263
Cl 7.19 5.51 9.00 -0.107
Cl 5.72 5.42 6.51 -0.068
Cl 6.20 3.00 7.99 -0.034
Cl 4.36 4.97 9.01 -0.064
C 4.54 1.87 11.95 0.283
Cl 3.78 3.10 12.96 -0.104
Cl 3.71 1.78 10.40 0.008
Cl 6.23 2.30 11.68 -0.081
Cl 4.45 0.30 12.76 -0.105
C -7.76 -2.08 0.14 0.215
Cl -8.49 -0.48 0.45 -0.144
Cl -6.08 -1.91 -0.26 0.171
Cl -7.95 -3.08 1.60 -0.130
Cl -8.64 -2.85 -1.20 -0.131
```

# 3
ORCA calculation (wB97M-V/def2-TZVPD) on a single C7H12 molecule in a non-equilibrium geometry.

Summary:
- Kohn-Sham gap (spin up / spin down) (eV) = 7.49 / 8.98
- HOMO level (spin up / spin down) (eV) = -7.2 / -7.9
- ΔE to the lowest compared entry with this formula, charge and spin (kcal/mol) = 145.5

Geometry as XYZ:
```
19
Properties=species:S:1:pos:R:3:mulliken_charge:R:1
C -2.53 0.33 0.08 -1.297
C -1.32 -0.50 -0.20 -0.291
C -0.27 -0.06 -1.13 -0.414
C 0.89 0.03 -0.11 1.035
C 2.22 -0.66 -0.33 -0.797
C 2.15 0.78 -0.02 -0.934
C 0.36 0.04 1.29 -1.241
H -3.29 0.18 -0.70 0.342
H -2.29 1.40 0.09 0.342
H -3.00 0.08 1.04 0.354
H -1.38 -1.56 0.03 0.453
H -0.04 -0.80 -1.91 0.384
H -0.50 0.90 -1.60 0.231
H 2.38 -0.97 -1.37 0.278
H 2.64 -1.36 0.40 0.213
H 2.60 1.63 -0.52 0.295
H 1.48 0.56 1.57 0.379
H -0.31 0.86 1.54 0.402
H 0.23 -0.90 1.84 0.266
```